(1)
40
Properties=species:S:1:pos:R:3 method="wB97M-V/def2-TZVPD" relative_energy_kcal_mol=29.0 e_lumo_ev=-3.3 total_energy_ev=-33933.319 homo_lumo_gap_ev=8.3261 total_charge=+1
Na 0.85 0.04 -0.43
O -3.91 0.11 1.11
O -4.64 2.18 1.88
O -2.46 1.79 -1.34
N 1.57 -2.18 -0.57
N 2.35 0.13 1.25
N -4.56 1.89 -0.36
C 2.79 1.09 2.12
C -3.41 2.19 -4.00
C -4.27 1.26 0.92
C 4.85 0.02 2.59
C 3.27 -4.33 -0.94
C 1.24 -3.21 -1.38
C 4.04 1.13 2.78
C 4.44 -1.04 1.74
C 3.61 -3.26 -0.09
C 3.15 -0.98 1.07
C -5.41 3.08 -0.14
C -5.65 3.10 1.33
C -3.66 1.89 -1.49
C 4.87 -3.22 0.58
C -4.22 2.18 -2.91
C 5.28 -2.18 1.44
C 2.73 -2.12 0.14
C 2.06 -4.35 -1.56
H 4.34 1.98 3.43
H -3.94 2.34 -4.91
H -2.31 2.15 -4.05
H -6.67 2.72 1.53
H -4.85 3.96 -0.47
H 1.72 -5.16 -2.18
H 6.28 -2.18 1.93
H 0.28 -3.16 -1.90
H 5.60 -4.03 0.44
H -5.59 4.11 1.75
H 5.84 -0.01 3.09
H 3.97 -5.18 -1.11
H -6.35 2.91 -0.69
H -5.33 2.40 -2.91
H 2.11 1.92 2.31



(2)
53
Properties=species:S:1:pos:R:3 method="wB97M-V/def2-TZVPD" relative_energy_kcal_mol=0.0 s2=2.008 e_lumo_ev="4.3 / 4.2" total_energy_ev=-149929.025 homo_lumo_gap_ev="6.6365 / 6.9716" spin_multiplicity=3 total_charge=-2
Te 2.46 -0.90 -1.85
Pd -0.01 0.01 -0.48
As -1.88 1.36 0.49
S -1.72 -1.71 0.05
P 1.21 2.82 -2.11
P 2.00 2.47 0.67
F 1.40 -1.65 -0.12
F 2.85 -2.74 -1.78
F 0.75 -1.49 -2.65
F 3.10 -1.11 -3.65
F 4.35 -0.78 -1.30
O 0.46 2.80 1.13
O 0.11 0.07 2.38
O 2.06 3.17 -0.79
O 0.82 4.08 -2.77
O 2.13 0.99 0.49
O 2.88 3.23 1.59
O 2.31 2.02 -3.01
O 0.19 1.78 -1.77
C -3.07 1.56 3.14
C -4.43 -1.75 -0.40
C -2.64 5.48 1.05
C -0.89 0.54 4.51
C -2.35 3.22 0.27
C -3.30 -0.96 -0.11
C -2.96 4.97 -1.27
C -2.98 5.88 -0.23
C -3.10 1.50 4.53
C -2.65 3.64 -1.03
C -5.68 -1.17 -0.56
C -3.50 0.42 0.04
C -1.99 1.01 5.20
C -1.96 1.13 2.42
C -2.31 4.15 1.30
C -5.85 0.20 -0.44
C -0.88 0.57 3.11
C -4.75 0.99 -0.14
H 0.46 3.69 1.49
H -3.93 1.95 2.60
H -6.52 -1.81 -0.79
H -2.62 6.19 1.86
H -4.30 -2.82 -0.52
H 2.84 2.63 -3.53
H -3.98 1.83 5.07
H -4.87 2.07 -0.03
H -6.83 0.65 -0.57
H -3.23 6.92 -0.42
H -1.99 0.97 6.29
H -0.03 0.14 5.03
H -2.60 2.94 -1.85
H -2.03 3.84 2.30
H 0.94 -0.07 2.85
H -3.18 5.29 -2.28